No. 1
C29H30BrN2O4ReS3 | the ωB97M-V functional and the def2-TZVPD basis

Properties
frontier orbital gap (spin up / spin down) = 6.5224 / 6.8820 eV
E_HOMO (spin up / spin down) = -10.75 / -10.76 eV
ΔE to the lowest compared entry with this formula, charge and spin = 19.0 kcal per mole
largest force on an atom = 0.70 eV/Å
spin multiplicity = 2
total charge = +1

Positions of all 70 atoms, in Å:
Re1 0.7079 0.1945 -0.2516
O1 -0.3430 1.0189 -1.6614
C1 -0.9627 2.1933 -1.5009
C2 -2.2627 2.3520 -1.9923
C3 -2.9038 3.5605 -1.8447
C4 -2.2658 4.6578 -1.2454
C5 -0.9780 4.5271 -0.7945
C6 -0.3165 3.2869 -0.8773
C7 1.0713 3.1787 -0.5486
N1 1.6640 2.0606 -0.3058
C8 3.1136 1.9897 -0.5553
C9 3.2317 0.9604 -1.6738
N2 2.5212 -0.2170 -1.1559
C10 3.1877 -1.3206 -1.0286
C11 2.7812 -2.3974 -0.1802
C12 3.3696 -3.6666 -0.3301
C13 3.0948 -4.6694 0.5638
C14 2.2756 -4.3967 1.6662
C15 1.7268 -3.1490 1.8625
C16 1.9475 -2.1403 0.9237
O2 1.4193 -0.9295 1.1330
H1 -2.7421 1.4998 -2.4553
H2 -3.9177 3.6694 -2.2074
H3 -2.7828 5.6030 -1.1585
H4 -0.4598 5.3723 -0.3573
H5 1.6795 4.0804 -0.6161
H6 3.6295 1.6406 0.3401
H7 3.5114 2.9596 -0.8539
H8 4.2697 0.7210 -1.9031
H9 2.7319 1.3216 -2.5747
H10 4.1453 -1.4053 -1.5377
H11 4.0228 -3.8394 -1.1768
H12 3.5203 -5.6539 0.4321
H13 2.0776 -5.1778 2.3888
H14 1.1260 -2.9283 2.7349
C17 -2.0203 0.4180 5.4121
C18 -1.0112 -0.7213 5.3365
S1 -0.2101 -0.9427 3.7395
C19 -1.5569 -1.6140 2.7360
C20 -2.2773 -0.6450 1.7959
S2 -1.2894 0.7025 1.1300
C21 -1.5990 2.2845 1.9911
C22 -2.3470 2.3063 3.3181
S3 -1.3831 2.0102 4.8184
H15 -2.3189 0.5608 6.4510
H16 -2.9259 0.1755 4.8545
H17 -1.4840 -1.6569 5.6412
H18 -0.1888 -0.5394 6.0299
H19 -2.2912 -2.0576 3.4103
H20 -1.1408 -2.4267 2.1402
H21 -3.1551 -0.1839 2.2465
H22 -2.6108 -1.1756 0.9028
H23 -2.1821 2.8649 1.2729
H24 -0.6226 2.7632 2.0886
H25 -3.2125 1.6458 3.3084
H26 -2.7497 3.3164 3.4073
Br1 2.8396 -2.7986 -4.7285
C23 1.0996 -2.0749 -4.4825
C24 0.4347 -1.5062 -5.5548
C25 -0.8405 -0.9927 -5.3525
C26 -1.4237 -1.0296 -4.0960
C27 -0.7259 -1.5729 -3.0251
C28 0.5316 -2.1220 -3.2232
C29 -1.3333 -1.5746 -1.6523
O3 -2.5307 -1.6523 -1.4914
O4 -0.5030 -1.4339 -0.6298
H27 0.8954 -1.4776 -6.5324
H28 -1.3771 -0.5628 -6.1878
H29 -2.4194 -0.6401 -3.9310
H30 1.0381 -2.6037 -2.4021



No. 2
C26H16F9FeN3O7 | the ωB97M-V functional and the def2-TZVPD basis

Properties
frontier orbital gap (spin up / spin down) = 7.2626 / 6.3957 eV
E_HOMO (spin up / spin down) = -8.37 / -7.51 eV
ΔE to the lowest compared entry with this formula, charge and spin = 1.8 kcal per mole
largest force on an atom = 3.71 eV/Å
spin multiplicity = 5

Positions of all 62 atoms, in Å:
Fe1 -15.8468 7.2127 -4.6727
O1 -15.4299 4.3340 -0.9950
C1 -15.5537 5.1109 -2.0818
O2 -14.7341 5.9287 -2.4523
C2 -16.8027 4.7567 -2.8629
C3 -17.5542 3.6403 -2.5208
C4 -18.5722 3.2618 -3.4191
C5 -18.8619 4.0522 -4.5137
C6 -18.0867 5.2176 -4.6425
N1 -17.0312 5.5343 -3.9131
C7 -18.2585 6.1508 -5.8268
O3 -19.3961 6.0118 -6.5738
O4 -17.3816 6.9623 -6.1611
H1 -14.6813 4.6279 -0.4953
H2 -17.2067 3.0530 -1.6401
H3 -19.1366 2.3329 -3.2200
H4 -19.5582 3.8839 -5.3420
H5 -20.2328 5.7921 -6.0812
O5 -12.5971 5.2392 -6.2414
C8 -13.4127 5.9376 -5.6500
O6 -14.7066 5.9449 -5.6926
C9 -12.8575 7.0579 -4.7908
C10 -11.4457 7.2871 -4.8056
C11 -11.0378 8.4097 -4.1148
C12 -11.8964 9.0497 -3.1821
C13 -11.3233 9.6102 -2.0280
C14 -12.1149 9.9284 -0.9415
C15 -13.5224 9.8267 -1.0376
C16 -14.1036 9.2315 -2.1623
C17 -13.2671 8.6650 -3.1894
N2 -13.7206 7.8147 -4.1409
H6 -10.8303 6.6028 -5.3856
H7 -10.0855 8.8522 -4.2936
H8 -10.2343 9.9367 -1.8851
H9 -11.6562 10.3358 -0.0649
H10 -14.0790 10.2281 -0.1832
H11 -15.2019 9.0905 -2.1837
F1 -19.8207 7.3509 -3.1680
C18 -18.9875 7.9486 -2.3004
F2 -19.7660 8.5549 -1.3824
F3 -18.2465 7.0322 -1.6480
C19 -18.0216 8.9973 -3.1314
O7 -16.9079 8.4546 -3.5139
C20 -18.8197 9.7214 -4.3040
F4 -18.3763 10.9832 -4.5809
F5 -18.7312 9.0815 -5.4891
F6 -20.1254 9.8140 -3.8867
C21 -17.7443 10.1832 -2.0255
F7 -18.7941 10.9793 -1.8130
F8 -16.6514 10.9127 -2.4408
F9 -17.3535 9.6051 -0.8188
C22 -15.3517 10.7829 -8.1343
C23 -15.1046 9.4384 -8.4242
C24 -15.1071 8.4706 -7.3954
N3 -15.3251 8.8098 -6.0902
C25 -15.4078 10.1195 -5.8422
C26 -15.5066 11.1345 -6.7836
H12 -15.2771 11.5580 -8.9223
H13 -14.6915 9.1290 -9.3950
H14 -14.9545 7.3648 -7.5679
H15 -15.4962 10.4629 -4.8016
H16 -15.8205 12.1444 -6.4290



No. 3
C3H5NO3 | the ωB97M-V functional and the def2-TZVPD basis

Properties
frontier orbital gap = 8.7198 eV
E_HOMO = -8.07 eV
ΔE to the lowest compared entry with this formula, charge and spin = 80.2 kcal per mole
largest force on an atom = 1.09 eV/Å

Positions of all 12 atoms, in Å:
N1 -1.5479 -0.3700 -0.6313
C1 -0.4975 0.3853 -0.0201
C2 0.2531 -0.2780 0.9543
O1 -0.0554 -1.4869 1.4035
O2 1.4404 0.1786 1.2138
C3 1.6565 0.7135 -0.3632
O3 2.1444 -0.0171 -1.1538
H1 -1.2297 -0.8923 -1.4407
H2 -2.3450 0.1917 -0.8961
H3 -0.6237 1.4543 0.0735
H4 -0.9641 -1.6659 1.0900
H5 1.7689 1.7869 -0.2299



No. 4
C26H68Cu2O10 | the ωB97M-V functional and the def2-TZVPD basis

Properties
frontier orbital gap = 8.2689 eV
E_HOMO = -7.76 eV
largest force on an atom = 3.06 eV/Å

Positions of all 106 atoms, in Å:
Cu1 9.5126 10.3635 10.4103
Cu2 9.5389 13.0528 10.4257
O1 10.5526 11.9038 7.8927
C1 10.9595 13.3044 7.8252
C2 11.8874 13.6453 8.9330
O2 11.4181 13.3507 10.2576
H1 10.0610 13.8422 7.9874
H2 11.3217 13.4887 6.7677
H3 12.1108 14.7279 8.8289
H4 12.8201 13.0975 8.8235
C3 9.4890 16.5164 7.4024
C4 8.7011 16.4599 8.6700
C5 7.5959 17.4548 8.6440
O3 8.1492 15.1743 9.0069
H5 8.8465 16.2405 6.5413
H6 10.2348 15.7473 7.3200
H7 9.9046 17.5112 7.2465
H8 9.3606 16.6255 9.5433
H9 8.1147 18.4170 8.6316
H10 6.9445 17.4179 9.4830
H11 7.0352 17.2994 7.7281
H12 8.1149 14.4695 8.3464
C6 9.2344 12.6655 15.6958
C7 10.6395 12.5338 15.3350
C8 11.2957 11.3046 15.9890
O4 10.5394 12.4803 13.8713
H13 8.7623 11.7885 15.2468
H14 8.7895 13.4392 15.1892
H15 9.0970 12.6245 16.7843
H16 11.2630 13.4691 15.6016
H17 12.2069 11.0173 15.4509
H18 10.6142 10.4753 15.9446
H19 11.5587 11.3985 17.0194
H20 11.2206 12.9810 13.3896
C9 14.7825 10.6731 12.4357
C10 14.2542 11.3929 11.1712
C11 14.9353 10.8719 9.8907
O5 12.8580 11.3261 11.0544
H21 14.1111 10.8807 13.3434
H22 15.7234 11.1780 12.7279
H23 14.8814 9.5964 12.3529
H24 14.5159 12.4645 11.2705
H25 16.0399 11.1022 9.7019
H26 14.3567 11.2992 9.0873
H27 14.7586 9.7688 9.9442
H28 12.4236 12.1644 10.6865
C12 5.5081 11.4929 7.2979
C13 6.4714 12.4292 6.6012
C14 5.8627 13.8230 6.2835
O6 7.6620 12.5142 7.3380
H29 6.0363 10.5897 7.5762
H30 4.6529 11.1851 6.6736
H31 5.1852 11.9414 8.2633
H32 6.8217 11.9542 5.6992
H33 5.6276 14.4273 7.1767
H34 5.0044 13.7733 5.5928
H35 6.6848 14.3611 5.7866
H36 9.7032 11.8729 7.3958
C15 14.2058 15.4445 11.9322
C16 13.3732 14.8003 12.9783
C17 13.3251 15.5405 14.3712
O7 12.0411 14.6548 12.5688
H37 14.3928 14.6256 11.2505
H38 15.2035 15.7471 12.3431
H39 13.7320 16.1874 11.3255
H40 13.7937 13.8033 13.1965
H41 12.6519 14.9095 14.9204
H42 12.9758 16.5801 14.2315
H43 14.2418 15.5939 14.8976
H44 11.8575 14.3176 11.6216
C18 6.8660 10.7445 12.0205
C19 6.9266 11.8483 10.9041
C20 6.8298 13.2472 11.4893
O8 8.1960 11.7634 10.2665
H45 5.8553 10.6098 12.3282
H46 7.5578 11.0054 12.8184
H47 7.2531 9.7504 11.6382
H48 6.0477 11.6602 10.2577
H49 6.9951 14.0817 10.7639
H50 7.4652 13.2703 12.3769
H51 5.8595 13.5179 11.9951
H52 7.6416 12.2847 8.3043
C21 8.9439 16.5692 14.5017
C22 8.4921 15.8436 13.2604
C23 7.1424 16.4210 12.8198
O9 9.3722 15.9320 12.1726
H53 8.3305 16.4560 15.4139
H54 8.9862 17.6299 14.3778
H55 9.8951 16.1763 14.7461
H56 8.3053 14.8296 13.6650
H57 6.8946 16.0122 11.8310
H58 7.2897 17.5000 12.5674
H59 6.3539 16.1832 13.5473
H60 10.2005 15.5613 12.4479
C24 11.7600 7.0457 11.7340
C25 10.9627 8.3477 11.9204
C26 11.2669 9.0053 13.2692
O10 11.0027 9.2743 10.7573
H61 11.5141 6.4329 12.5744
H62 12.8303 7.2978 11.8260
H63 11.5846 6.4875 10.8316
H64 9.8859 8.1251 11.8296
H65 10.8219 10.0071 13.2589
H66 12.3721 9.0805 13.3917
H67 10.9024 8.4596 14.1421
H68 11.8938 9.7349 10.6327



> What is the largest force on an atom in the fourth record?

3.06 eV/Å



> largest force on an atom of number 3 (C3H5NO3)?

1.09 eV/Å